Entry 1:
17
Properties=species:S:1:pos:R:3 method="wB97M-V/def2-TZVPD" e_lumo_ev=-0.258 homo_energy_ev=-8.432 homo_lumo_gap_ev=8.2 largest_force_ev_per_a=1.61 de_lowest_kj_mol=339.8
H 2.03848 0.50233 1.31582
C 0.53203 -0.02581 -0.14404
H 0.38603 -2.21559 0.22707
H -0.46731 1.38656 1.22108
H -2.56324 0.30493 0.64930
C -1.38740 -1.11695 -0.35571
H -0.34467 -0.87259 -1.75169
H 2.31824 1.15668 -0.31452
C -0.51716 1.06652 0.17419
H -0.35195 -1.20786 1.50586
C 1.96308 0.28285 0.24324
H -2.34723 0.62966 -1.02868
H 2.61640 -0.56479 0.01121
O 0.46348 -0.28222 -1.57798
C -1.81493 0.29337 -0.14496
H -0.38468 1.94300 -0.46535
C -0.13918 -1.28010 0.43516

---

Entry 2:
17
Properties=species:S:1:pos:R:3 method="wB97M-V/def2-TZVPD" e_lumo_ev=0.874 homo_energy_ev=-6.661 homo_lumo_gap_ev=7.5 largest_force_ev_per_a=0.42 de_lowest_kj_mol=620.3
C -1.08020 0.48310 -0.49923
C 0.38956 0.94145 -0.51836
C -0.99901 -1.00637 -0.27012
H 1.89630 -0.50887 -1.51661
H -1.78222 2.27699 0.64400
H -1.82764 -1.46300 0.29423
H 0.37812 -0.66162 1.41834
C 1.86728 -0.12911 -0.49379
H 0.85416 -2.02466 0.35477
O 0.23207 1.68922 0.62871
H 2.50941 0.75969 -0.44778
C 0.35288 -1.05775 0.40162
H -1.68486 0.80866 -1.35108
H -1.40909 0.87959 1.69752
C -1.17352 1.37382 0.74601
H -0.94248 -1.51483 -1.23929
H 2.41923 -0.84634 0.15107

---

Entry 3:
17
Properties=species:S:1:pos:R:3 method="wB97M-V/def2-TZVPD" e_lumo_ev=0.990 homo_energy_ev=-9.030 homo_lumo_gap_ev=10.0 smiles="C/C=C(/C)CC=O" largest_force_ev_per_a=0.53 de_lowest_kj_mol=43.4
C -2.20106 -0.21158 0.37275
H -2.39345 -0.66194 1.35363
H -3.10245 0.34377 0.08758
C 1.23169 -1.74281 0.07932
H -1.17880 1.63170 0.99285
H 2.04715 -2.35504 -0.36158
C 0.60316 -0.71466 -0.85096
H -0.24842 -1.21839 -1.32880
H 1.31457 -0.48436 -1.65431
H -2.06973 -1.02856 -0.34275
C 0.18636 0.53411 -0.11340
H 2.24386 1.11656 0.22443
H 1.38040 2.13533 -0.92752
C 1.27044 1.57599 0.01138
H 1.05326 2.29331 0.80802
C -1.01895 0.71053 0.43018
O 0.88197 -1.92395 1.21920

---

Entry 4:
17
Properties=species:S:1:pos:R:3 method="wB97M-V/def2-TZVPD" e_lumo_ev=1.111 homo_energy_ev=-9.355 homo_lumo_gap_ev=10.5 smiles=C[C@@H]1CO[C@@H]2C[C@H]12 largest_force_ev_per_a=1.07 de_lowest_kj_mol=138.6
O -0.75298 1.44590 -0.61808
H 1.19356 1.71346 -1.29031
H 0.34479 -1.57333 -1.45808
C 0.64543 1.43420 -0.37229
C -1.08961 0.18114 -1.09873
H -1.54854 0.14372 -2.08059
H 1.31334 -1.14013 1.88473
C -1.52094 -0.92697 -0.20536
H 0.85332 2.19371 0.38929
C 0.97325 -0.00710 0.07515
H 2.01453 -0.22794 -0.20939
C -0.05829 -0.83682 -0.76401
C 0.78771 -0.23371 1.57248
H -0.27062 -0.37952 1.77353
H -2.36314 -1.46258 -0.64814
H 1.11270 0.61365 2.18143
H -1.63452 -0.93768 0.86837

---

Entry 5:
17
Properties=species:S:1:pos:R:3 method="wB97M-V/def2-TZVPD" e_lumo_ev=0.825 homo_energy_ev=-8.852 homo_lumo_gap_ev=9.7 smiles="C=C/C=C/C=C.O" largest_force_ev_per_a=3.80 de_lowest_kj_mol=250.4
H -0.56550 -1.82898 0.29462
C -1.81439 -0.40342 -0.97326
C -0.51634 0.12518 1.15255
H -2.78129 -0.92363 -0.70190
C -1.48639 0.08471 -2.15245
C 1.59908 -0.80544 2.02131
O 1.89526 1.91123 -1.23919
H 0.09828 0.00694 3.22805
C -0.84307 -0.70270 0.12623
H -1.02173 1.08502 1.22570
H 2.39851 -1.03738 2.72627
H 2.41582 1.94775 -2.03978
H -0.51168 0.38031 -2.43059
H 1.87704 -1.31154 1.13549
H 1.02507 1.63021 -1.51646
C 0.42722 -0.19211 2.25074
H -2.19588 0.03383 -3.10734

---

Entry 6:
17
Properties=species:S:1:pos:R:3 method="wB97M-V/def2-TZVPD" e_lumo_ev=0.988 homo_energy_ev=-8.614 homo_lumo_gap_ev=9.6 smiles="CC(=O)C=C(C)C" largest_force_ev_per_a=7.28 de_lowest_kj_mol=204.3
C 0.65023 1.73591 -2.26512
H 0.58054 2.66818 -1.70454
C -0.15569 0.66315 -1.55358
C 0.48521 0.35999 0.10934
H 1.69551 1.43026 -2.31251
H -1.66979 -1.34612 -0.57517
O -1.07385 0.11033 -2.10736
H 0.47707 0.29712 2.83166
H -0.01495 -1.40762 2.89915
H -2.12691 -1.27559 1.13454
H 1.22827 1.08666 0.37509
H 0.27752 1.89218 -3.27805
C -0.20125 -0.54073 0.70536
H 1.57685 -1.03423 2.36301
C 0.55278 -0.66782 2.33931
C -1.30610 -1.47185 0.44321
H -0.97545 -2.49983 0.59566